1.
{
  "formula": "C24H60F2O30P6",
  "method": "ωB97M-V/def2-TZVPD",
  "lumo_ev": 0.2,
  "relative_energy_ev": 3.4424,
  "smiles": "O=C1OC[C@@H](F)O1.O=C1OC[C@@H](F)O1.COP(=O)(OC)OC.COP(=O)(OC)OC.COP(=O)(OC)OC.COP(=O)(OC)OC.COP(=O)(OC)OC.COP(=O)(OC)OC",
  "homo_lumo_gap_ev": 10.835,
  "species": ["O", "C", "O", "C", "C", "F", "O", "H", "H", "H", "O", "C", "O", "C", "C", "F", "O", "H", "H", "H", "C", "O", "P", "O", "O", "C", "O", "C", "H", "H", "H", "H", "H", "H", "H", "H", "H", "C", "O", "P", "O", "O", "C", "O", "C", "H", "H", "H", "H", "H", "H", "H", "H", "H", "C", "O", "P", "O", "O", "C", "O", "C", "H", "H", "H", "H", "H", "H", "H", "H", "H", "C", "O", "P", "O", "O", "C", "O", "C", "H", "H", "H", "H", "H", "H", "H", "H", "H", "C", "O", "P", "O", "O", "C", "O", "C", "H", "H", "H", "H", "H", "H", "H", "H", "H", "C", "O", "P", "O", "O", "C", "O", "C", "H", "H", "H", "H", "H", "H", "H", "H", "H"],
  "positions_angstrom": [[4.405883, -0.905280, 5.025975], [4.351873, -0.441210, 3.931125], [4.183443, -1.222030, 2.817175], [4.359533, -0.445380, 1.670185], [4.174433, 0.954630, 2.124155], [2.889383, 1.301560, 1.857965], [4.426703, 0.853960, 3.529035], [5.405763, -0.399710, 1.367845], [3.788393, -0.662590, 0.767565], [4.828113, 1.728960, 1.722655], [1.865043, -1.590020, -1.577825], [1.096233, -1.848390, -0.707115], [1.532743, -2.360780, 0.402845], [0.444573, -2.692420, 1.236155], [-0.686797, -1.859730, 0.661945], [-0.788967, -0.812740, 1.445445], [-0.310027, -1.606130, -0.654925], [0.262233, -3.765520, 1.178705], [0.760783, -2.455590, 2.252045], [-1.589807, -2.466440, 0.729615], [-5.346607, -4.692850, 2.504245], [-4.428737, -4.905400, 3.486875], [-3.106357, -3.973710, 3.522865], [-2.386467, -3.962750, 2.196875], [-3.652417, -2.526540, 4.131195], [-2.745277, -1.710370, 4.825765], [-2.250547, -4.673830, 4.757345], [-1.599977, -5.879750, 4.299845], [-5.347297, -3.763490, 1.934695], [-6.321197, -4.876610, 2.956475], [-5.295277, -5.471490, 1.743215], [-3.244957, -1.217940, 5.659995], [-2.254917, -0.976180, 4.186535], [-1.991397, -2.357550, 5.274015], [-0.513747, -5.847400, 4.384335], [-1.865507, -6.118270, 3.269935], [-1.854157, -6.734250, 4.926995], [1.807263, 2.171560, -1.770755], [2.259423, 3.112710, -2.713945], [2.284913, 2.895610, -4.308815], [3.063593, 3.983980, -4.985815], [0.721613, 2.709860, -4.667425], [0.019273, 3.854280, -5.133975], [2.847743, 1.381150, -4.514015], [3.018853, 0.815540, -5.809995], [0.858293, 2.465540, -1.322285], [2.461673, 2.018820, -0.912555], [1.658713, 1.155830, -2.137245], [-0.803147, 4.147430, -4.481455], [-0.374767, 3.697670, -6.138125], [0.633843, 4.739740, -5.296335], [2.943913, 1.542430, -6.618765], [2.298643, 0.030790, -6.041445], [4.001873, 0.354430, -5.905705], [2.622773, -4.189360, -3.482125], [1.976963, -5.497240, -3.449155], [0.509893, -5.591080, -2.755445], [-0.151407, -6.913260, -2.916035], [-0.295617, -4.318830, -3.305705], [-1.517937, -3.939880, -2.773965], [0.767733, -5.136210, -1.218265], [1.696953, -5.898770, -0.410755], [2.297703, -3.601550, -4.340565], [3.693793, -4.310870, -3.320095], [2.334323, -3.570920, -2.632165], [-2.030327, -4.762780, -2.275575], [-2.186587, -3.589870, -3.560415], [-1.435817, -3.125090, -2.054615], [1.155953, -6.016360, 0.528175], [2.583493, -5.269930, -0.328795], [2.135383, -6.811250, -0.814805], [-2.237827, -0.096820, -2.938035], [-2.536077, -1.057700, -3.957335], [-2.020377, -0.798850, -5.495715], [-2.492847, -1.800040, -6.421725], [-2.684237, 0.639330, -5.860365], [-2.372967, 1.166130, -7.124765], [-0.407667, -0.476550, -5.287305], [0.447353, -1.406460, -4.600215], [-2.817107, 0.808320, -3.120355], [-1.245707, 0.324150, -3.101105], [-2.453287, -0.489080, -1.944145], [-2.362957, 2.229660, -6.886225], [-3.255687, 0.848860, -7.679975], [-1.417247, 0.832370, -7.528875], [1.185913, -0.895590, -3.982445], [0.974253, -2.090730, -5.265225], [-0.075467, -1.960650, -3.820705], [-1.921577, 4.346070, 4.218885], [-1.451497, 2.965830, 4.362055], [-0.320677, 2.604560, 5.477865], [0.904763, 3.378800, 5.387135], [-1.107537, 2.793620, 6.934275], [-0.958517, 3.908790, 7.794375], [-0.175927, 1.021730, 5.258405], [0.654333, 0.490910, 4.261115], [-2.687547, 4.641330, 4.935975], [-2.491057, 4.478600, 3.298975], [-1.077147, 5.033730, 4.265215], [-1.884787, 4.325810, 8.189625], [-0.356997, 4.729390, 7.403355], [-0.395627, 3.497400, 8.632235], [1.611493, 1.009620, 4.314685], [0.149623, 0.716960, 3.321825], [0.788593, -0.587690, 4.342935], [-0.806057, 2.614900, 0.749425], [-0.893497, 3.761040, -0.075685], [-0.831627, 5.294490, 0.567635], [-2.111557, 5.833580, 1.136555], [0.290093, 5.292920, 1.736875], [0.707893, 6.527570, 2.281695], [-0.217277, 6.208900, -0.613755], [1.071323, 5.954410, -1.277725], [-1.466267, 1.765770, 0.572825], [-0.996627, 2.942210, 1.771505], [0.193073, 2.183080, 0.807535], [1.234993, 6.242650, 3.192245], [-0.062367, 7.258070, 2.529025], [1.243713, 7.215520, 1.627685], [1.458723, 5.023690, -0.863275], [1.827113, 6.732530, -1.170925], [0.796713, 5.865950, -2.328855]],
  "forces_ev_per_a": [[0.017, 1.011, -0.638], [-0.319, -1.091, -0.370], [-0.312, -0.542, 0.184], [1.858, 0.896, -1.143], [-0.164, 0.105, 0.887], [-0.773, 0.726, 0.468], [-0.307, 0.494, 0.013], [0.380, -0.981, -0.088], [-0.434, -0.511, 0.574], [-0.056, -0.151, 0.011], [-0.993, 0.515, -0.963], [-0.158, 0.884, -0.759], [0.339, -0.643, 0.861], [0.350, -0.930, 0.501], [-0.088, -3.722, 0.522], [-0.565, 2.995, 0.612], [2.127, 0.232, -0.007], [-0.155, 0.043, -0.138], [-0.504, 0.223, -0.009], [-0.337, 0.475, -0.443], [-2.723, -0.927, -2.117], [3.099, 1.323, 1.770], [0.186, -0.039, 0.246], [-1.003, 0.510, 2.154], [0.087, -2.999, -1.491], [1.232, 0.203, 0.966], [-0.991, 0.856, -1.900], [0.368, -0.907, 0.109], [0.319, 0.352, 0.573], [-0.171, 0.514, -0.012], [0.405, -0.158, -0.121], [-0.235, 0.059, -0.292], [-0.192, 0.008, -0.115], [0.266, 0.258, 0.095], [0.012, 0.731, -0.114], [0.057, 0.051, 0.070], [-0.582, 0.264, 0.145], [-0.968, -1.226, 0.935], [0.783, -0.195, -0.958], [1.040, 0.177, -0.184], [-1.665, -1.804, 0.961], [0.980, 0.334, -0.194], [-0.529, 1.072, -0.835], [-0.630, 1.221, 0.601], [0.165, -0.173, -0.990], [-0.101, 0.384, -0.376], [0.647, 0.603, -0.246], [0.069, 0.077, -0.623], [0.087, -0.400, 0.225], [-0.175, -0.599, 0.088], [0.487, -0.136, 0.470], [-0.020, 0.301, 0.201], [-0.298, 0.129, 0.484], [0.101, 0.186, 0.410], [-0.452, 0.174, 1.037], [-1.155, 0.728, 0.328], [-0.104, -0.874, -0.055], [1.066, 1.701, 0.207], [2.127, -0.911, -0.331], [-2.099, 0.257, 0.683], [0.050, -0.581, -1.125], [0.252, 1.017, 0.054], [0.474, -0.481, -0.317], [-0.054, -0.270, -0.793], [-0.320, -0.228, 0.183], [0.089, -0.189, 0.017], [0.259, -0.071, -0.188], [0.347, -0.019, -0.028], [0.556, -0.393, 0.056], [-0.080, 0.260, 0.585], [-0.980, -0.316, -0.317], [-0.053, 1.264, -0.927], [0.457, 0.082, -1.397], [-0.110, 1.797, 2.463], [0.530, -1.141, -0.464], [1.746, -2.011, 2.593], [-0.901, 0.624, 0.041], [-1.576, -0.341, -0.506], [0.015, -0.209, 0.911], [-0.680, -0.146, 0.195], [0.521, -0.624, 0.613], [0.297, -0.175, -0.321], [0.089, 0.168, -0.941], [0.512, 0.495, -1.017], [-0.135, -0.038, -0.087], [0.075, 0.663, -0.512], [-0.373, 0.084, -0.250], [-0.405, -0.261, -0.442], [-0.127, -0.050, 0.078], [0.234, 0.248, 0.681], [-2.163, 0.270, 0.769], [0.614, 0.372, -0.110], [0.181, -1.083, -2.780], [1.363, 0.022, 0.943], [-1.379, 0.983, 2.048], [0.420, 0.768, -1.107], [0.346, -0.454, 0.769], [0.695, -0.459, -0.438], [-0.076, -0.056, -0.126], [-0.340, -0.449, -0.513], [-0.041, -0.153, -0.449], [-0.039, 0.355, 0.313], [0.154, -0.218, -0.244], [0.385, -0.199, -0.367], [-0.222, 0.121, 0.477], [0.421, -0.120, 2.242], [0.493, 1.992, 0.003], [-1.155, 0.666, 0.468], [1.793, -1.047, -1.462], [-0.436, -0.850, -1.653], [0.005, 1.155, 0.839], [-0.025, -0.439, 0.773], [-1.030, -0.866, 0.164], [-0.473, 0.604, -0.847], [-0.183, -0.294, 0.227], [0.320, 0.287, -0.467], [0.260, 0.391, -0.227], [-1.008, -0.790, 0.429], [0.959, -0.902, -0.492], [0.213, -0.001, -0.403], [-0.529, 0.309, 0.430], [0.372, -0.230, 0.072]]
}

---

2.
{
  "formula": "C24H60FIO9Si2",
  "method": "ωB97M-V/def2-TZVPD",
  "lumo_ev": 0.1,
  "homo_lumo_gap_ev": 9.097,
  "species": ["C", "C", "C", "Si", "O", "Si", "C", "O", "O", "C", "C", "O", "F", "C", "I", "C", "C", "H", "H", "H", "H", "H", "H", "H", "H", "H", "H", "H", "H", "H", "H", "H", "H", "H", "H", "H", "H", "C", "C", "C", "O", "H", "H", "H", "H", "H", "H", "H", "H", "C", "C", "C", "O", "H", "H", "H", "H", "H", "H", "H", "H", "C", "C", "C", "O", "H", "H", "H", "H", "H", "H", "H", "H", "C", "C", "C", "O", "H", "H", "H", "H", "H", "H", "H", "H", "C", "C", "C", "O", "H", "H", "H", "H", "H", "H", "H", "H"],
  "positions_angstrom": [[-1.834480, -5.945659, 0.090495], [-1.835987, -4.789482, -1.114189], [-2.669800, -3.428527, -0.618791], [-1.491949, -2.183149, 0.328064], [-1.300006, -0.730656, -0.629807], [-0.279595, 0.475311, 0.127711], [-0.660283, 2.141280, -0.849656], [-1.645200, 1.860572, -1.939634], [-1.043949, 1.269327, -2.950599], [1.615891, 0.208245, -0.080444], [2.179533, -1.257102, 0.376637], [2.870717, -1.537441, 1.489312], [1.956497, -2.420027, -0.562035], [-0.797281, 0.903761, 1.973858], [0.269643, -0.299641, 3.473886], [-2.421757, 0.983584, 2.188451], [-2.984764, 0.226733, 3.528987], [-1.270846, -5.582430, 1.052627], [-2.938056, -6.295606, 0.373044], [-1.236671, -6.888341, -0.324611], [-0.712902, -4.504671, -1.298612], [-2.322897, -5.291795, -2.055065], [-2.976077, -2.854025, -1.612767], [-3.583746, -3.734278, 0.046493], [-2.157832, -1.947501, 1.625947], [-0.266088, -2.918389, 0.606012], [0.334768, 2.553663, -1.321314], [-1.202700, 2.936235, -0.147728], [-1.568103, 0.414341, -3.147592], [1.921284, 0.349567, -1.224031], [2.181036, 1.078005, 0.495217], [-0.397118, 2.018787, 2.125220], [-2.723162, 2.132456, 2.295604], [-2.984780, 0.617124, 1.202082], [-4.143633, 0.465941, 3.688547], [-2.465685, 0.599177, 4.536180], [-2.935946, -0.962408, 3.435343], [5.417245, 0.125482, -1.258481], [5.317670, 1.642552, -1.241917], [6.018071, 2.257006, -2.443289], [5.908350, 2.141452, -0.044663], [6.463092, -0.199063, -1.217686], [4.919501, -0.302369, -0.381628], [4.957274, -0.290534, -2.160268], [4.263986, 1.942196, -1.237118], [7.085222, 2.008093, -2.444528], [5.948885, 3.349723, -2.411617], [5.576138, 1.905005, -3.380656], [6.844189, 1.880123, -0.040343], [7.089153, 1.879180, 4.105903], [8.309557, 2.469378, 3.417447], [8.718324, 3.789905, 4.050320], [8.019113, 2.676780, 2.037648], [6.228404, 2.552188, 4.022482], [6.798968, 0.935293, 3.632042], [7.285575, 1.693008, 5.166385], [9.142834, 1.760502, 3.474057], [7.915388, 4.530697, 3.964923], [9.590364, 4.209021, 3.536794], [8.963675, 3.661110, 5.109131], [7.280321, 3.305031, 1.977712], [-6.663075, -1.653495, 5.863189], [-6.693875, -0.588977, 4.778042], [-8.098622, -0.398004, 4.228839], [-5.820131, -0.969557, 3.718347], [-6.985672, -2.623902, 5.469457], [-5.643769, -1.788942, 6.240476], [-7.313562, -1.382526, 6.700629], [-6.324657, 0.359752, 5.182581], [-8.472146, -1.323855, 3.777121], [-8.103351, 0.362212, 3.440251], [-8.792218, -0.089327, 5.017198], [-6.140327, -1.811075, 3.353071], [-3.656060, -5.325003, -5.676962], [-2.270458, -5.418349, -5.058025], [-1.226386, -5.806685, -6.092686], [-2.284143, -6.388203, -4.013795], [-3.964758, -6.290142, -6.094094], [-4.399098, -5.056827, -4.918245], [-3.682767, -4.575350, -6.473937], [-2.002735, -4.456066, -4.608139], [-1.448877, -6.788905, -6.524558], [-0.236176, -5.882085, -5.630494], [-1.180127, -5.071492, -6.902141], [-2.520915, -7.245944, -4.404081], [-1.967974, 6.419418, -2.876161], [-0.582371, 6.326073, -2.257224], [0.461700, 5.937737, -3.291884], [-0.596057, 5.356219, -1.212994], [-2.276672, 5.454279, -3.293293], [-2.711012, 6.687594, -2.117444], [-1.994681, 7.169072, -3.673136], [-0.314649, 7.288356, -1.807338], [0.239209, 4.955517, -3.723757], [1.451910, 5.862337, -2.829692], [0.507959, 6.672929, -4.101340], [-0.832829, 4.498477, -1.603280]],
  "forces_ev_per_a": [[0.253, -0.236, -0.660], [-0.345, -0.472, 1.276], [0.541, -0.441, -1.360], [-1.890, -0.606, -1.411], [1.786, -0.086, 2.692], [-1.558, 0.398, -0.539], [-0.115, 0.144, -0.114], [-1.392, 2.798, 4.438], [1.367, -3.635, -3.906], [1.928, -1.093, -0.853], [4.080, -2.035, 5.366], [-5.045, 1.960, -8.201], [0.372, 3.621, 2.258], [-0.475, 1.713, -0.272], [-0.316, 0.480, -0.634], [-0.812, 0.564, 0.226], [-1.093, -0.079, 0.367], [-1.179, -0.579, -1.808], [2.412, 0.864, -0.632], [-1.360, 1.965, 0.957], [-2.167, -0.575, 0.075], [1.091, 1.193, 1.819], [0.132, -1.198, 2.110], [1.574, 0.685, -1.487], [0.144, 0.493, -0.047], [0.575, 0.234, -0.044], [-1.965, -0.415, 0.841], [1.260, -1.629, -1.654], [1.073, 1.778, 0.866], [-0.861, -0.480, 2.324], [-1.032, -2.172, -0.833], [-0.594, -2.490, -0.211], [0.775, -2.436, -0.243], [1.203, 0.524, 2.249], [2.682, -0.443, -0.690], [-0.818, -0.886, -2.437], [0.126, 2.767, 0.280], [-0.293, -0.227, 0.110], [0.705, -0.243, -0.092], [-0.124, 0.306, -0.213], [-0.071, 0.121, 0.088], [-0.069, 0.106, -0.112], [0.029, 0.071, -0.113], [0.076, -0.012, 0.062], [0.132, 0.086, 0.167], [-0.125, -0.128, 0.019], [-0.066, -0.163, -0.008], [0.087, 0.039, 0.060], [-0.315, 0.084, 0.158], [-0.072, -0.359, 0.055], [-0.504, 0.388, 0.178], [0.352, 0.134, 0.039], [0.063, 0.029, -0.297], [0.143, 0.048, 0.054], [0.097, 0.120, 0.086], [-0.058, 0.027, -0.094], [-0.110, 0.094, -0.225], [-0.039, -0.152, 0.073], [-0.083, -0.122, 0.097], [-0.042, 0.057, -0.099], [0.227, -0.311, 0.013], [0.217, 0.010, 0.312], [-0.418, -0.604, -0.096], [-0.158, 0.335, -0.105], [-0.034, -0.160, -0.177], [-0.106, 0.132, -0.021], [-0.147, 0.096, -0.031], [0.060, -0.077, -0.078], [0.124, -0.121, -0.197], [0.055, -0.008, 0.164], [0.024, -0.058, 0.169], [0.034, -0.054, -0.107], [0.098, 0.364, 0.182], [-0.265, 0.248, 0.090], [-0.172, -0.478, -0.487], [0.363, 0.126, -0.008], [-0.013, -0.202, 0.132], [0.146, 0.067, -0.055], [0.142, 0.031, -0.094], [-0.033, -0.104, 0.058], [-0.014, -0.227, 0.156], [-0.124, 0.119, -0.010], [-0.154, 0.090, -0.048], [0.008, -0.113, 0.052], [0.102, 0.390, 0.141], [-0.271, 0.219, 0.067], [-0.187, -0.447, -0.428], [0.346, 0.097, -0.026], [0.037, -0.122, 0.228], [0.154, 0.060, -0.042], [0.148, 0.033, -0.095], [-0.030, -0.094, 0.060], [-0.021, -0.234, 0.132], [-0.135, 0.109, -0.008], [-0.138, 0.098, -0.042], [0.013, -0.110, 0.052], [0.049, 0.402, 0.049]]
}

---

no.,E_tot (eV)
1,-148465.13156
2,-70856.43002